Record 1
{"formula": "C52H121N19O4P4", "method": "ωB97M-V/def2-TZVPD", "species": ["P", "P", "P", "P", "O", "O", "O", "O", "N", "N", "N", "N", "N", "N", "N", "N", "N", "N", "N", "N", "N", "N", "N", "N", "N", "N", "N", "C", "C", "C", "C", "C", "C", "C", "C", "C", "C", "C", "C", "C", "C", "C", "C", "C", "C", "C", "C", "C", "C", "C", "C", "C", "C", "C", "C", "C", "C", "C", "C", "C", "C", "C", "C", "C", "C", "C", "C", "C", "C", "C", "C", "C", "C", "C", "C", "C", "C", "C", "C", "H", "H", "H", "H", "H", "H", "H", "H", "H", "H", "H", "H", "H", "H", "H", "H", "H", "H", "H", "H", "H", "H", "H", "H", "H", "H", "H", "H", "H", "H", "H", "H", "H", "H", "H", "H", "H", "H", "H", "H", "H", "H", "H", "H", "H", "H", "H", "H", "H", "H", "H", "H", "H", "H", "H", "H", "H", "H", "H", "H", "H", "H", "H", "H", "H", "H", "H", "H", "H", "H", "H", "H", "H", "H", "H", "H", "H", "H", "H", "H", "H", "H", "H", "H", "H", "H", "H", "H", "H", "H", "H", "H", "H", "H", "H", "H", "H", "H", "H", "H", "H", "H", "H", "H", "H", "H", "H", "H", "H", "H", "H", "H", "H", "H", "H", "H", "H", "H", "H", "H", "H"], "positions_angstrom": [[13.200, 18.956, 12.030], [24.336, 10.843, 12.995], [19.749, 21.444, 11.729], [20.847, 15.030, 18.940], [13.492, 17.717, 12.789], [24.972, 10.252, 14.168], [20.383, 22.236, 12.804], [20.382, 16.141, 18.109], [13.676, 20.314, 12.994], [11.599, 19.270, 11.731], [23.605, 19.889, 14.940], [18.515, 22.276, 10.850], [23.127, 11.870, 13.479], [14.297, 11.883, 14.201], [22.319, 14.426, 18.355], [13.948, 19.021, 10.535], [20.903, 15.458, 20.518], [19.059, 19.931, 12.044], [19.939, 13.890, 15.120], [23.834, 9.638, 11.973], [21.010, 20.955, 10.659], [18.009, 15.182, 12.236], [13.811, 16.633, 17.009], [17.361, 19.803, 16.594], [19.977, 13.547, 19.105], [22.901, 15.043, 10.220], [25.345, 11.703, 12.102], [22.881, 16.502, 13.652], [19.745, 14.744, 8.942], [17.626, 21.588, 9.973], [21.162, 16.930, 20.700], [21.248, 20.810, 17.182], [21.124, 14.587, 21.662], [22.372, 21.016, 11.127], [18.202, 15.858, 11.320], [14.664, 19.628, 18.768], [16.794, 15.287, 15.376], [22.892, 15.337, 17.373], [23.241, 12.501, 14.806], [13.768, 20.013, 17.602], [26.788, 11.354, 12.090], [19.824, 18.870, 12.718], [13.738, 19.917, 9.424], [19.219, 14.749, 15.345], [21.759, 11.793, 12.911], [16.490, 14.372, 16.542], [16.759, 12.080, 13.456], [13.255, 15.331, 14.755], [21.250, 20.612, 15.672], [11.104, 18.259, 10.765], [11.248, 14.100, 15.731], [15.858, 18.725, 18.380], [15.405, 11.874, 13.928], [22.549, 20.200, 15.234], [15.210, 18.292, 10.513], [13.390, 21.670, 12.639], [20.182, 12.415, 18.120], [13.769, 20.083, 14.462], [23.701, 9.790, 10.487], [23.592, 15.796, 10.750], [20.734, 20.564, 9.292], [16.731, 19.301, 17.395], [17.589, 19.815, 12.433], [17.554, 10.820, 13.272], [18.268, 15.842, 15.478], [19.530, 16.281, 9.280], [18.563, 13.696, 19.565], [23.049, 8.472, 12.433], [16.884, 9.686, 12.603], [23.192, 13.536, 19.031], [24.420, 16.707, 11.599], [10.770, 19.304, 12.936], [21.560, 19.521, 17.958], [25.061, 12.955, 11.540], [18.539, 23.719, 11.015], [11.784, 14.920, 14.620], [18.321, 16.661, 10.142], [24.282, 16.441, 13.081], [13.592, 16.017, 16.056], [13.657, 19.025, 14.611], [20.675, 17.322, 21.596], [17.509, 24.094, 11.002], [16.559, 18.467, 19.262], [15.402, 17.867, 9.514], [12.720, 20.340, 9.400], [20.585, 14.976, 22.558], [27.296, 11.939, 12.833], [16.655, 14.791, 14.381], [12.916, 20.599, 17.963], [17.251, 12.807, 14.168], [21.066, 21.544, 15.060], [22.150, 16.028, 12.987], [16.066, 9.372, 13.171], [21.286, 19.604, 9.001], [11.860, 18.053, 10.044], [20.372, 14.663, 8.082], [18.408, 11.088, 12.663], [23.970, 13.075, 18.341], [10.147, 14.134, 15.681], [17.420, 19.871, 13.515], [13.122, 21.767, 11.599], [15.573, 13.764, 16.436], [21.034, 18.706, 17.474], [27.268, 11.712, 11.128], [24.270, 12.790, 14.937], [15.607, 17.726, 17.963], [14.965, 20.527, 19.209], [19.662, 20.349, 9.165], [22.855, 15.949, 14.626], [20.481, 19.891, 15.369], [20.866, 13.542, 21.405], [22.534, 21.107, 12.193], [13.951, 19.181, 19.490], [22.768, 21.876, 10.618], [25.266, 12.922, 10.414], [25.484, 16.659, 11.229], [12.941, 20.541, 15.012], [17.115, 20.688, 12.038], [21.290, 19.596, 19.024], [22.878, 8.495, 13.504], [20.889, 17.608, 19.889], [10.947, 20.225, 13.434], [19.510, 12.464, 17.258], [24.036, 17.721, 11.373], [10.781, 17.421, 11.289], [16.516, 12.585, 12.443], [22.609, 19.346, 17.929], [12.542, 22.055, 13.245], [18.448, 16.529, 14.665], [11.568, 14.603, 16.714], [20.876, 21.318, 8.507], [20.795, 18.713, 12.310], [19.238, 17.951, 12.560], [22.210, 14.531, 21.965], [22.867, 20.207, 10.631], [14.543, 20.695, 9.298], [22.683, 10.085, 10.258], [11.726, 13.088, 15.880], [15.202, 17.451, 11.229], [10.822, 18.412, 13.554], [13.913, 14.509, 14.516], [17.347, 16.732, 9.670], [24.391, 10.528, 10.122], [25.007, 17.063, 13.559], [22.218, 17.009, 20.933], [17.984, 10.402, 14.181], [17.701, 21.918, 8.921], [17.288, 13.673, 16.810], [9.761, 19.418, 12.563], [23.350, 14.664, 16.665], [21.207, 12.314, 17.752], [16.395, 15.002, 17.381], [22.070, 8.453, 12.034], [18.117, 12.735, 19.746], [18.409, 16.237, 16.439], [19.013, 24.007, 11.927], [14.758, 20.264, 14.817], [21.232, 10.921, 13.136], [24.594, 15.353, 13.194], [19.171, 24.163, 10.219], [17.927, 14.264, 18.862], [13.300, 19.157, 17.130], [17.202, 18.786, 12.225], [15.990, 19.008, 10.683], [23.634, 16.038, 17.794], [19.793, 19.147, 13.764], [17.995, 20.597, 9.929], [14.333, 20.657, 16.854], [20.290, 21.206, 17.615], [11.777, 14.423, 13.638], [17.541, 8.821, 12.459], [10.270, 18.651, 10.226], [24.023, 8.839, 10.074], [18.612, 14.202, 20.510], [23.571, 7.562, 12.017], [24.044, 13.148, 11.600], [16.525, 10.063, 11.562], [22.637, 17.540, 13.652], [26.921, 10.323, 12.317], [11.213, 15.838, 14.493], [19.523, 16.885, 8.376], [18.392, 17.703, 10.528], [22.875, 11.765, 15.601], [20.359, 16.688, 9.846], [19.997, 11.440, 18.618], [13.904, 19.301, 8.531], [25.598, 13.794, 12.048], [23.802, 13.957, 19.923], [22.526, 13.282, 14.890], [20.174, 14.182, 9.749], [18.787, 14.225, 8.679], [16.543, 21.580, 10.239], [21.959, 21.588, 17.439], [16.217, 16.172, 15.263], [14.227, 22.342, 12.750], [21.729, 12.016, 11.880], [22.224, 15.962, 16.821], [22.661, 12.695, 19.405], [21.157, 12.496, 13.496], [13.455, 16.088, 14.029]], "lowdin_charge": [0.560, 0.406, 0.619, 0.532, -0.281, -0.279, -0.287, -0.286, -0.280, -0.280, 0.163, -0.295, -0.280, 0.160, -0.299, -0.307, -0.299, -0.276, 0.199, -0.280, -0.315, 0.213, 0.175, 0.159, -0.270, 0.172, -0.318, -0.084, -0.086, -0.167, -0.078, -0.249, -0.125, -0.112, -0.218, -0.238, -0.241, -0.119, -0.106, -0.135, -0.069, -0.079, -0.113, -0.228, -0.083, -0.105, -0.190, -0.170, -0.197, -0.096, -0.123, -0.187, -0.256, -0.263, -0.119, -0.139, -0.104, -0.117, -0.076, -0.212, -0.119, -0.263, -0.081, -0.302, -0.149, -0.209, -0.095, -0.107, -0.121, -0.144, -0.184, -0.092, -0.103, -0.160, -0.101, -0.282, -0.198, -0.264, -0.179, 0.051, 0.077, 0.088, 0.147, 0.085, 0.089, 0.088, 0.070, 0.073, 0.077, 0.104, 0.123, 0.072, 0.047, 0.101, 0.062, 0.051, 0.102, 0.106, 0.075, 0.072, 0.060, 0.079, 0.063, 0.099, 0.074, 0.075, 0.083, 0.044, 0.070, 0.092, 0.078, 0.069, 0.118, 0.075, 0.109, 0.135, 0.080, 0.042, 0.072, 0.078, 0.044, 0.061, 0.043, 0.111, 0.063, 0.152, 0.060, 0.086, 0.094, 0.087, 0.079, 0.067, 0.058, 0.083, 0.059, 0.083, 0.074, 0.090, 0.089, 0.085, 0.080, 0.101, 0.059, 0.103, 0.076, 0.117, 0.097, 0.060, 0.086, 0.054, 0.051, 0.042, 0.048, 0.076, 0.077, 0.053, 0.057, 0.046, 0.104, 0.091, 0.060, 0.041, 0.075, 0.036, 0.095, 0.060, 0.027, 0.075, 0.117, 0.118, 0.081, 0.079, 0.078, 0.058, 0.100, 0.018, 0.118, 0.033, 0.066, 0.098, 0.101, 0.100, 0.104, 0.083, 0.083, 0.081, 0.091, 0.103, 0.021, 0.039, 0.083, 0.078, 0.103, 0.078, 0.073, 0.058, 0.046, 0.051, 0.043, 0.054], "orbital_gap_ev": 8.568, "lumo_ha": 0.011, "total_charge": 0, "homo_ha": -0.30369}



Record 2
{"formula": "C2H14N2Si3", "method": "ωB97M-V/def2-TZVPD", "species": ["Si", "Si", "Si", "N", "N", "C", "C", "H", "H", "H", "H", "H", "H", "H", "H", "H", "H", "H", "H", "H", "H"], "positions_angstrom": [[-1.642, -1.566, -0.136], [0.245, 0.775, -0.554], [-2.749, 1.206, 0.069], [1.405, -0.354, -0.205], [-1.380, 0.154, -0.410], [2.423, -0.420, -1.115], [1.817, -0.267, 1.253], [-3.612, 0.842, -1.014], [-2.027, -1.735, 1.412], [-3.309, 0.991, 1.402], [2.067, -0.691, -2.185], [3.002, 0.620, -1.204], [3.218, -1.036, -0.853], [0.813, 0.032, 1.694], [2.310, -1.207, 1.687], [2.635, 0.538, 1.157], [0.562, 1.955, 0.167], [-0.537, -2.477, -0.163], [-2.867, -2.102, -0.993], [-2.148, 2.486, -0.450], [0.240, 1.154, -2.014]], "lowdin_charge": [0.440, 0.318, 0.499, -0.424, -0.559, -0.244, -0.101, -0.086, -0.061, -0.074, 0.109, 0.110, 0.048, 0.071, 0.101, 0.094, -0.022, -0.105, -0.053, -0.058, -0.004], "orbital_gap_ev": 9.721, "lumo_ha": 0.029, "total_charge": 0, "homo_ha": -0.32777}



Record 3
{"formula": "C6H10", "method": "ωB97M-V/def2-TZVPD", "species": ["C", "C", "C", "C", "C", "C", "H", "H", "H", "H", "H", "H", "H", "H", "H", "H"], "positions_angstrom": [[0.944, 0.670, 0.507], [-0.565, 0.407, 0.600], [-1.117, -0.634, 1.590], [-0.647, 0.234, -0.871], [0.813, 0.651, -1.029], [0.886, -0.678, -1.621], [1.530, -0.167, 0.903], [-1.655, 0.099, -1.283], [1.192, -1.558, -1.062], [0.952, -0.752, -2.715], [1.139, 1.502, -1.608], [-1.026, 1.426, 0.139], [-2.207, -0.720, 1.535], [-0.837, -0.445, 2.636], [-0.710, -1.632, 1.328], [1.308, 1.597, 0.952]], "lowdin_charge": [-0.114, -0.362, -0.053, -0.130, -0.348, -0.005, 0.115, 0.120, 0.062, 0.069, 0.125, 0.192, 0.069, 0.071, 0.085, 0.103], "orbital_gap_ev": 8.682, "lumo_ha": 0.043, "total_charge": 0, "homo_ha": -0.27594}



Record 4
{"formula": "C4H13N2O", "method": "ωB97M-V/def2-TZVPD", "species": ["O", "N", "N", "C", "C", "C", "C", "H", "H", "H", "H", "H", "H", "H", "H", "H", "H", "H", "H", "H"], "positions_angstrom": [[-1.669, 1.959, 0.644], [2.136, 0.614, 0.859], [-1.358, -2.482, 0.227], [-0.132, -0.754, -0.986], [0.799, 0.384, -1.238], [1.170, 1.290, -0.072], [-0.340, -1.432, 0.135], [1.712, -0.043, -1.634], [1.540, 0.175, 1.553], [0.245, 1.646, 0.418], [2.627, 1.373, 1.318], [0.433, 0.999, -2.064], [-0.895, -3.317, 0.606], [-2.201, -2.364, 0.799], [0.207, -1.330, 1.063], [1.682, 2.139, -0.510], [-0.925, -0.977, -1.706], [-1.946, 2.542, 1.356], [-1.751, -2.712, -0.693], [-2.103, 2.288, -0.149]], "lowdin_charge": [-0.056, 0.013, 0.189, -0.045, -0.181, -0.263, -0.092, 0.124, 0.038, 0.076, 0.069, 0.122, 0.179, 0.181, 0.120, 0.114, 0.124, 0.057, 0.173, 0.057], "orbital_gap_ev": 8.882, "lumo_ha": -0.133, "total_charge": 1, "homo_ha": -0.45983}



Record 5
{"formula": "C3H2S3", "method": "ωB97M-V/def2-TZVPD", "species": ["S", "S", "S", "C", "C", "C", "H", "H"], "positions_angstrom": [[-2.453, 0.093, -0.003], [1.541, -1.588, -0.145], [0.899, 2.363, -0.350], [-0.976, -0.642, -0.510], [0.433, -0.431, -0.074], [0.665, 0.867, 0.531], [-1.234, -1.481, -1.235], [1.125, 0.819, 1.786]], "lowdin_charge": [0.645, 0.820, 0.595, -0.616, -1.013, -0.658, 0.057, 0.170], "orbital_gap_ev": 6.655, "lumo_ha": -0.094, "total_charge": 0, "homo_ha": -0.33871}